C59H50AsN6OPbS2 as an isolated structure in a non-equilibrium geometry, computed with wB97M-V/def2-TZVPD.

Each line ends with the Löwdin charge.
Geometry (Å):
Pb: 0.29133 0.17646 -0.03871  1.27
S: -0.19661 2.75815 3.41064  0.46
C: -1.67246 2.18628 2.94338  -1.20
N: -1.93913 1.13135 2.24788  -0.05
C: -3.26048 0.92388 2.02101  -0.37
C: -3.80986 -0.13734 1.30428  -0.04
C: -5.18245 -0.23065 1.18534  -0.10
C: -6.02476 0.70789 1.77048  -0.12
C: -5.50072 1.76983 2.49003  -0.12
C: -4.12956 1.87910 2.60416  -0.52
S: -3.21452 3.09507 3.43970  0.91
H: -3.15827 -0.87005 0.85163  0.09
H: -5.61431 -1.05155 0.62693  0.09
H: -7.09906 0.61290 1.66282  0.09
H: -6.14638 2.50245 2.95550  0.09
C: 3.85945 -1.15303 -3.57461  -0.01
C: 4.91762 -0.12245 -3.82786  -0.21
C: 6.19211 -0.51131 -4.21441  -0.05
C: 7.18697 0.41415 -4.47662  -0.10
C: 6.90514 1.76625 -4.39074  -0.10
C: 5.64435 2.18176 -4.00617  -0.02
C: 4.65723 1.25162 -3.68951  -0.23
N: 3.40714 1.68185 -3.23475  0.14
C: 2.83199 1.22879 -2.04431  -0.37
N: 3.75214 0.77089 -1.16704  0.14
C: 3.70126 -0.17000 -0.11892  -0.24
C: 2.49097 -0.70979 0.31028  -0.22
C: 2.57017 -1.67432 1.30804  -0.17
C: 3.75906 -2.03368 1.91353  -0.10
C: 4.94008 -1.46267 1.47462  -0.07
C: 4.93707 -0.54413 0.43602  -0.23
C: 6.24566 0.04856 -0.02302  -0.05
N: 1.57671 1.36170 -1.82728  0.03
C: 0.70238 1.85748 -2.80236  -0.29
C: 0.19729 1.02571 -3.79727  -0.04
C: -0.76190 1.48828 -4.67778  -0.09
C: -1.21134 2.79291 -4.58387  -0.10
C: -0.69555 3.62725 -3.60842  -0.06
C: 0.26031 3.18264 -2.71044  -0.24
C: 0.80042 4.08004 -1.63913  -0.04
H: 4.05425 -2.04506 -4.16836  0.08
H: 2.87110 -0.77111 -3.82409  0.08
H: 3.83730 -1.44785 -2.52451  0.08
H: 6.40299 -1.56578 -4.31663  0.11
H: 8.17253 0.08070 -4.76474  0.10
H: 7.66764 2.49694 -4.61399  0.10
H: 5.41424 3.23535 -3.92833  0.11
H: 2.99504 2.49705 -3.66455  0.15
H: 4.69931 0.98862 -1.44541  0.11
H: 1.64284 -2.14371 1.62516  0.03
H: 3.77480 -2.74096 2.73346  0.09
H: 5.87507 -1.73989 1.94596  0.10
H: 7.06371 -0.36231 0.56676  0.07
H: 6.24986 1.13208 0.11301  0.08
H: 6.45478 -0.17425 -1.07282  0.07
H: 0.52739 -0.00111 -3.83944  0.10
H: -1.16858 0.82383 -5.42710  0.10
H: -1.97269 3.15814 -5.25746  0.10
H: -1.05569 4.64220 -3.52776  0.11
H: 0.18081 4.96823 -1.53909  0.08
H: 1.82335 4.39337 -1.86109  0.08
H: 0.82269 3.54231 -0.69326  0.07
C: -4.34955 4.11867 -0.94194  -0.09
C: -3.12375 4.05379 -0.29932  -0.08
C: -2.30483 2.95657 -0.46603  -0.04
C: -2.71282 1.89562 -1.27853  -0.27
C: -3.95808 1.96658 -1.91580  -0.02
C: -4.76194 3.07296 -1.75300  -0.09
N: -1.83950 0.84607 -1.49823  0.00
N: -2.34147 -0.19759 -2.01705  0.09
C: -1.53957 -1.28069 -2.24819  -0.34
C: -2.08828 -2.24033 -3.11435  -0.04
C: -1.42844 -3.42964 -3.31918  -0.11
C: -0.23418 -3.67281 -2.64960  -0.11
C: 0.30764 -2.71188 -1.81063  -0.13
C: -0.30932 -1.48613 -1.58309  -0.22
H: -4.98303 4.98350 -0.81172  0.09
H: -2.80831 4.86223 0.34432  0.10
H: -1.36090 2.89304 0.05134  0.08
H: -4.25806 1.13494 -2.53623  0.10
H: -5.71940 3.12430 -2.25321  0.10
H: -3.02842 -2.01630 -3.60153  0.10
H: -1.84078 -4.17806 -3.98379  0.09
H: 0.26364 -4.62673 -2.77565  0.09
H: 1.24238 -2.92435 -1.30542  0.08
O: -0.97278 -1.69916 1.36538  -0.54
As: -0.73621 -2.63663 2.64996  1.17
C: 0.59481 -1.99847 3.90124  -0.31
C: 1.27040 -2.79781 4.81070  -0.11
C: 2.13187 -2.20520 5.72106  -0.10
C: 2.29573 -0.82953 5.73995  -0.08
C: 1.59342 -0.03291 4.85056  -0.07
C: 0.74501 -0.61931 3.93005  -0.11
C: -0.36889 -4.39435 1.89679  -0.27
C: 0.92085 -4.86611 1.69791  -0.10
C: 1.14304 -5.93527 0.84549  -0.08
C: 0.08070 -6.53512 0.19041  -0.09
C: -1.21014 -6.06547 0.38541  -0.08
C: -1.43175 -4.98987 1.22598  -0.10
C: -2.29837 -2.71870 3.79500  -0.27
C: -2.90598 -3.87811 4.25212  -0.10
C: -4.00455 -3.78682 5.09318  -0.10
C: -4.49052 -2.54424 5.46773  -0.09
C: -3.86279 -1.38460 5.03804  -0.06
C: -2.76072 -1.47553 4.20864  -0.08
H: 1.13572 -3.87581 4.80027  0.10
H: 2.66923 -2.82459 6.42588  0.10
H: 2.97977 -0.37827 6.44317  0.10
H: 1.68194 1.04332 4.86105  0.07
H: 0.20652 -0.00711 3.20905  0.05
H: 1.75466 -4.37710 2.18983  0.09
H: 2.15237 -6.28207 0.67206  0.10
H: 0.25766 -7.35785 -0.48854  0.10
H: -2.03553 -6.51740 -0.14652  0.10
H: -2.43099 -4.57488 1.35451  0.11
H: -2.52346 -4.85120 3.95521  0.10
H: -4.48848 -4.68858 5.45084  0.10
H: -5.36053 -2.47881 6.10514  0.10
H: -4.23430 -0.41470 5.33805  0.11
H: -2.24962 -0.58719 3.85082  0.09

Calculated values
highest occupied orbital energy = -0.144 Ha
net charge = -1
energy = -5907.1123 Eh
E_LUMO = 2.15 eV